No. 1
84
Properties=species:S:1:pos:R:3:forces:R:3 method="wB97M-V/def2-TZVPD" s_squared=0.755 gap_ev="4.062 / 4.090" e_lumo_ev="3.29 / 3.29" homo_energy_ev="-0.8 / -0.8" multiplicity=2 fmax_ev_per_a=0.62 total_charge=-2
Cu -0.32353 3.05181 -0.21834 -0.452 -0.304 0.286
Br 6.35126 3.68319 -2.13598 0.003 0.001 0.000
C 4.51206 3.45538 -1.71539 -0.004 0.005 0.006
C 3.95674 2.19135 -1.74152 0.009 -0.019 0.003
C 2.61416 2.09003 -1.40052 -0.001 -0.059 0.076
N 1.88070 3.13940 -1.07377 -0.010 0.080 -0.040
C 2.40835 4.35513 -1.09736 0.042 -0.027 -0.026
C 3.75299 4.56498 -1.39719 0.009 -0.003 -0.021
C 1.44973 5.46752 -0.82336 -0.028 0.020 -0.012
C 1.83691 6.80125 -0.88337 0.016 0.009 0.021
C 0.87351 7.76136 -0.64604 -0.003 -0.009 -0.003
Br 1.35759 9.59741 -0.72325 0.001 0.005 -0.001
C -0.42498 7.40076 -0.35823 -0.005 0.005 0.009
C -0.71800 6.04418 -0.31474 0.020 -0.013 0.062
N 0.19568 5.10747 -0.54881 0.098 0.216 -0.107
H 4.53288 1.31546 -2.00246 0.003 -0.003 0.012
H 2.10405 1.13397 -1.38003 -0.037 -0.087 0.041
H 4.20241 5.54607 -1.38722 -0.006 0.004 -0.016
H 2.85069 7.09138 -1.11176 0.004 0.000 0.008
H -1.19297 8.13451 -0.16262 0.001 0.004 -0.001
H -1.71028 5.66133 -0.06589 -0.004 0.003 -0.014
O -3.80549 3.70924 5.82894 -0.002 0.001 0.006
C -3.26061 3.65158 4.74125 -0.002 -0.002 0.003
S -1.53136 3.44457 4.51286 0.002 0.004 -0.005
C -1.49911 3.48348 2.74626 0.018 0.020 -0.003
C -2.68770 3.62733 2.12041 -0.034 0.019 0.003
S -3.05254 3.70013 0.42199 0.104 0.037 -0.011
S -4.08868 3.76029 3.19914 -0.002 0.002 -0.003
S 0.11098 3.34420 2.06733 0.113 0.051 0.070
C -1.89623 -7.22335 2.85709 0.001 0.000 0.002
C -1.67878 -5.78021 2.48134 -0.002 -0.009 -0.001
C -2.61930 -5.07630 1.74547 0.001 -0.010 0.003
C -2.42303 -3.74301 1.38674 -0.021 0.045 -0.020
C -3.50742 -3.06394 0.58489 0.015 -0.010 -0.027
C -1.24951 -3.06405 1.76020 0.146 -0.039 0.088
Te -1.03533 -0.94909 1.04646 -0.197 -0.077 -0.090
N -0.77167 1.12532 -0.33535 0.262 0.074 0.016
C -1.16647 1.34081 -1.53876 0.098 -0.043 -0.123
O -0.90709 2.47306 -2.14038 -0.054 -0.005 -0.016
C -1.96130 0.34213 -2.33144 0.016 -0.034 -0.006
C -1.56443 -0.01493 -3.61650 0.014 -0.015 0.009
C -2.26741 -0.97291 -4.33425 -0.004 0.006 -0.003
C -3.39756 -1.56433 -3.78234 0.002 0.006 -0.004
C -3.82085 -1.18403 -2.51440 -0.011 0.029 -0.030
C -3.10423 -0.24069 -1.79061 -0.020 0.047 -0.051
C 0.83170 -1.44169 0.14056 -0.020 -0.035 0.065
C 2.02367 -0.87484 0.60643 0.017 0.037 0.000
C 2.07695 0.15452 1.70434 -0.020 0.015 -0.045
C 3.23629 -1.26773 0.03204 0.010 0.074 -0.026
C 3.29845 -2.17780 -1.00886 -0.029 -0.002 -0.007
C 4.61578 -2.58902 -1.61334 0.009 0.004 0.006
C 2.10167 -2.69946 -1.48553 0.017 -0.015 0.011
C 0.87473 -2.35192 -0.92875 -0.040 -0.029 -0.048
C -0.37401 -2.95551 -1.51341 0.019 -0.049 0.043
C -0.31576 -3.76883 2.53982 -0.079 -0.026 -0.027
C 0.93673 -3.11619 3.05578 0.020 0.038 -0.004
C -0.53473 -5.10369 2.87657 0.002 0.008 0.021
H -2.83980 -7.59392 2.45366 0.001 0.001 0.000
H -1.92277 -7.35256 3.94214 0.001 0.000 0.000
H -1.09479 -7.86005 2.47400 0.001 0.002 -0.001
H -3.53358 -5.57707 1.43645 0.001 0.007 0.001
H -4.32136 -3.76138 0.37554 -0.011 -0.016 -0.004
H -3.12005 -2.67523 -0.35988 -0.021 -0.049 0.075
H -3.92327 -2.20711 1.11904 -0.002 0.003 -0.008
H -0.69280 0.46952 -4.04012 0.002 -0.002 -0.005
H -1.93642 -1.25817 -5.32690 0.001 -0.003 -0.001
H -3.95019 -2.31162 -4.34064 0.001 -0.003 0.001
H -4.71137 -1.62837 -2.08428 0.002 0.000 -0.007
H -3.42167 0.06868 -0.80338 0.004 -0.008 0.003
H 1.16941 0.75169 1.76651 0.008 0.035 -0.016
H 2.91557 0.83533 1.54049 0.017 0.010 -0.022
H 2.23701 -0.31867 2.67649 -0.064 -0.043 0.039
H 4.15592 -0.83067 0.41480 -0.011 0.005 -0.017
H 5.43355 -1.98236 -1.22064 -0.006 0.000 -0.002
H 4.60419 -2.47928 -2.70014 0.002 -0.003 -0.004
H 4.84386 -3.63547 -1.39471 -0.005 -0.002 -0.002
H 2.11885 -3.39569 -2.31959 0.000 -0.006 0.000
H -0.12822 -3.58011 -2.37439 -0.001 0.003 -0.013
H -1.06740 -2.17647 -1.83341 -0.012 0.011 0.010
H -0.89274 -3.57066 -0.77417 0.032 0.009 -0.041
H 0.75820 -2.05927 3.24384 0.018 0.083 0.008
H 1.75155 -3.18594 2.33191 0.026 0.032 -0.050
H 1.26356 -3.58998 3.98470 0.015 -0.004 -0.024
H 0.20851 -5.62228 3.47854 0.001 -0.005 0.002

No. 2
80
Properties=species:S:1:pos:R:3:forces:R:3 method="wB97M-V/def2-TZVPD" gap_ev=8.400 e_lumo_ev=-1.45 homo_energy_ev=-9.8 fmax_ev_per_a=0.60 smiles="CCOCC[C@H]1OC(=O)O[C@H]1C[C@H](C)Cl.O=C1c2ccccc2C(=O)c2ccccc21.O=C1c2ccccc2C(=O)c2ccccc21"
C 5.52080 3.50950 2.06980 0.111 0.063 -0.151
C 4.90265 3.16707 0.70597 0.042 0.205 0.032
O 4.89966 1.75980 0.48169 -0.141 0.057 0.061
C 3.62575 1.17585 0.32999 -0.151 -0.182 0.008
C 2.76047 1.24767 1.59877 0.181 0.090 -0.161
C 1.60359 0.23469 1.52658 -0.129 0.435 0.068
O 1.94770 -0.87052 2.40503 0.105 0.158 -0.353
C 1.55545 -0.48733 3.64336 -0.148 -0.104 -0.095
O 1.96355 -0.94942 4.65175 0.186 -0.242 0.511
O 0.62060 0.48479 3.56669 -0.175 0.370 -0.116
C 0.25954 0.58715 2.16994 -0.106 -0.329 -0.489
C -0.61565 1.77936 1.78653 0.028 0.257 0.381
C 0.01519 3.16502 1.63687 -0.005 -0.060 -0.051
C 0.36123 3.83198 2.96711 0.071 -0.045 -0.089
Cl -1.15275 4.20354 0.70169 0.096 -0.048 0.120
H 6.13959 2.66907 2.40117 -0.127 0.144 -0.043
H 4.76456 3.72086 2.83195 0.090 -0.156 -0.073
H 6.17351 4.38748 1.99199 -0.182 -0.124 0.030
H 5.48088 3.63677 -0.10207 -0.061 -0.181 0.136
H 3.88190 3.56905 0.63658 0.124 -0.067 -0.047
H 3.09152 1.61926 -0.52950 0.092 -0.016 0.226
H 3.80084 0.11804 0.08588 0.061 0.212 0.057
H 2.40025 2.26406 1.75246 0.016 -0.042 0.020
H 3.41093 1.02024 2.45399 -0.209 -0.070 -0.141
H 1.44109 -0.10348 0.49996 0.174 -0.301 0.486
H -0.36975 -0.29085 1.96229 -0.030 0.146 0.044
H -1.40370 1.85801 2.54994 0.086 -0.127 -0.178
H -1.11767 1.51343 0.85192 0.209 -0.035 0.092
H 0.87251 3.13548 0.96746 -0.025 -0.067 0.068
H 0.67205 3.06970 3.69106 0.017 0.129 -0.128
H -0.51751 4.34715 3.36897 0.165 -0.136 -0.038
H 1.17332 4.55834 2.84748 -0.228 -0.069 0.038
C 2.83581 3.43184 -3.86445 0.015 0.001 0.021
C 1.83398 3.61079 -2.91638 -0.010 -0.031 -0.008
C 1.22936 2.50920 -2.33534 -0.086 0.076 0.070
C 1.62328 1.22606 -2.69489 -0.064 -0.063 0.063
C 2.62410 1.04809 -3.65194 -0.049 -0.034 0.036
C 3.22882 2.15581 -4.23270 0.019 0.059 0.002
C 3.05464 -0.31738 -4.06850 0.064 -0.026 -0.036
O 3.92752 -0.47542 -4.89342 -0.021 0.013 0.002
C 2.36854 -1.48144 -3.43714 0.013 0.005 0.012
C 2.71639 -2.76484 -3.83791 -0.001 -0.068 0.003
C 2.09674 -3.86115 -3.26102 -0.014 0.018 0.009
C 1.12943 -3.68232 -2.27831 0.006 0.000 -0.002
C 0.77723 -2.40551 -1.87497 -0.005 -0.070 0.025
C 1.39322 -1.30173 -2.45381 0.010 0.051 0.004
C 0.98373 0.05990 -2.01874 -0.098 -0.061 -0.314
O 0.14545 0.20703 -1.14816 -0.026 0.191 -0.107
H 3.31201 4.29198 -4.31652 -0.005 0.001 -0.001
H 1.52556 4.60821 -2.63153 -0.007 -0.003 0.000
H 0.44771 2.62772 -1.59497 -0.011 0.016 0.002
H 4.00695 2.00372 -4.96810 -0.010 -0.051 0.001
H 3.47220 -2.89010 -4.60108 0.008 0.049 0.003
H 2.36732 -4.85993 -3.57728 0.002 0.000 0.007
H 0.64955 -4.54118 -1.82794 0.001 0.003 -0.002
H 0.02329 -2.25009 -1.11478 -0.009 0.033 -0.010
C -6.37458 -4.57828 3.35948 0.004 0.009 -0.014
C -5.71126 -3.60954 4.10492 0.004 0.004 -0.024
C -5.00152 -2.60659 3.46673 -0.032 -0.027 0.072
C -4.94680 -2.57211 2.07844 -0.019 -0.019 -0.035
C -5.60321 -3.55117 1.33041 0.029 0.017 -0.005
C -6.32097 -4.55027 1.97610 -0.028 -0.041 0.075
C -5.54005 -3.55521 -0.15932 -0.033 -0.034 -0.008
O -6.11809 -4.39951 -0.80942 0.011 0.001 -0.005
C -4.73570 -2.48835 -0.82112 0.017 0.034 0.053
C -4.62403 -2.49106 -2.20534 0.027 0.033 -0.097
C -3.88867 -1.50519 -2.84211 0.002 -0.002 -0.009
C -3.26487 -0.50790 -2.10069 0.013 -0.047 0.002
C -3.36985 -0.50285 -0.72058 0.021 -0.011 -0.053
C -4.10231 -1.49233 -0.07392 0.004 -0.033 -0.049
C -4.18860 -1.47631 1.41330 0.031 0.079 0.051
O -3.65794 -0.59943 2.06271 0.087 0.021 -0.004
H -6.93300 -5.35792 3.86080 0.004 0.000 0.002
H -5.74929 -3.63789 5.18591 -0.006 0.000 -0.001
H -4.48493 -1.84370 4.03305 0.011 0.020 -0.046
H -6.82926 -5.29835 1.38334 0.021 0.018 -0.039
H -5.11765 -3.27002 -2.77023 -0.020 -0.015 0.041
H -3.80019 -1.51252 -3.92072 -0.006 0.006 -0.002
H -2.69014 0.26226 -2.59857 0.007 -0.001 0.006
H -2.88203 0.26317 -0.13652 -0.007 0.013 0.084